C53H43AsBrF6N4O6PV as an isolated structure in a non-equilibrium geometry. Source: the OMol25 dataset; level of theory: ωB97M-V with the def2-TZVPD basis set.

```
116
Properties=species:S:1:pos:R:3:forces:R:3
C -1.053 -3.214 -1.694 0.10 -0.18 -0.17
C 3.097 -0.707 2.503 -0.06 -0.25 -0.09
H -5.959 -0.021 7.457 0.02 0.00 -0.01
H 6.254 0.482 2.903 -0.01 -0.01 -0.01
H 2.706 -1.965 4.696 0.03 -0.04 -0.01
H 4.999 2.571 3.396 -0.01 0.00 0.01
O 0.310 -0.228 1.873 0.18 0.16 0.19
N -2.672 -1.500 1.026 -0.72 -0.39 0.51
H 4.860 1.950 -4.762 0.01 0.00 0.02
H -6.561 3.936 -3.683 0.01 -0.02 0.02
H -2.228 -0.001 -3.382 0.23 -0.09 -0.07
C 4.474 1.659 3.150 0.00 -0.03 -0.02
O -5.723 -2.070 3.498 0.07 0.01 -0.05
C 4.994 1.610 -2.642 -0.01 0.00 -0.03
H 4.414 -2.217 5.024 -0.01 -0.02 -0.02
H 1.365 -0.612 -0.313 0.01 -0.02 0.02
H 3.224 -3.331 5.687 0.00 0.01 -0.02
C 3.091 1.632 3.105 -0.08 0.09 -0.04
F -1.148 3.194 -0.888 -0.09 0.18 0.05
C -4.206 0.539 6.343 -0.06 -0.06 -0.04
C 0.083 5.201 -4.441 -0.03 0.01 0.02
C -3.204 -0.650 2.953 0.16 -0.08 -0.17
C 2.233 1.500 -2.684 0.01 0.00 0.08
H 3.625 -5.970 0.511 -0.01 0.01 0.01
C 4.778 -5.332 4.973 0.00 0.01 -0.03
F 1.049 3.733 -0.940 0.01 -0.02 -0.03
C 0.847 -0.758 -4.594 -0.12 -0.03 -0.09
F 1.170 3.520 1.309 0.12 -0.03 0.09
C 0.237 -3.176 -2.209 -0.11 -0.11 -0.05
C 4.173 -4.864 3.673 -0.01 0.00 0.09
C -1.200 5.221 -4.974 0.00 0.00 0.00
F 0.367 1.755 0.040 -0.21 0.03 -0.09
C 3.572 -3.599 3.585 0.01 -0.01 0.17
C 1.138 -2.245 -1.725 0.07 0.03 0.04
C 4.495 -0.676 2.554 0.10 0.04 0.00
C -5.401 -0.158 6.538 0.00 0.03 0.05
O -2.138 0.596 -1.340 0.28 0.10 0.25
C 3.047 -3.181 2.359 -0.09 0.06 -0.11
C -3.514 0.357 5.166 -0.02 0.03 0.02
H 2.157 -2.197 -2.085 -0.01 -0.01 0.00
H 6.076 1.653 -2.627 -0.01 0.00 0.00
H -1.553 6.107 -5.486 0.00 0.00 0.00
C 3.064 -4.042 1.265 0.02 -0.02 -0.04
H -6.039 4.724 -1.401 0.00 -0.01 -0.01
C -5.251 2.232 -3.556 0.03 0.01 0.15
Br -4.393 3.810 0.751 0.06 0.11 0.07
H -3.047 4.149 -5.229 0.00 0.01 0.00
H 0.724 6.068 -4.527 -0.01 0.01 -0.01
C 2.385 0.477 2.778 0.08 0.00 0.09
H -1.774 -3.950 -2.024 0.03 0.00 -0.01
C 2.929 1.722 -3.872 0.12 0.01 0.12
H -2.852 -1.828 -4.926 0.00 -0.01 0.00
H -6.816 -1.562 5.722 0.02 0.01 0.00
C -1.591 2.991 -4.178 0.06 -0.02 -0.06
H 1.268 -2.317 -5.995 -0.01 -0.01 -0.01
C -4.678 3.136 -0.980 -0.28 0.34 0.10
H 0.536 -3.880 -2.975 -0.01 0.01 0.02
H 2.648 -3.689 0.330 -0.02 0.00 -0.04
C 3.472 -2.731 4.811 -0.01 0.03 0.01
H -3.425 -3.087 -0.056 0.07 -0.09 -0.05
C -0.147 -0.077 -3.894 0.01 -0.09 0.20
C -4.346 1.566 -2.749 -0.16 -0.04 -0.15
H 1.890 -0.494 -4.485 0.01 0.04 0.01
V -1.439 0.070 1.001 1.31 0.65 0.22
H -5.482 1.858 -4.544 0.00 0.01 0.00
C -1.816 -1.522 -4.844 0.04 0.00 0.01
P -0.005 3.415 0.252 -0.18 -0.23 0.06
As 0.314 1.416 -2.750 -0.03 0.01 -0.26
C 4.314 1.774 -3.844 0.01 -0.01 0.00
C -5.191 -1.213 4.387 -0.05 -0.03 0.00
C 4.294 1.411 -1.461 -0.02 0.00 -0.01
C -5.890 -1.020 5.579 0.04 0.05 0.03
H -3.831 1.212 7.101 -0.01 -0.01 -0.01
H -1.101 -2.992 -6.236 0.00 0.01 0.01
C -5.858 3.385 -3.071 0.09 0.01 0.12
C 5.170 0.490 2.871 0.03 -0.03 -0.01
H 2.402 1.871 -4.807 -0.02 -0.01 0.00
F -0.405 4.938 0.411 0.02 -0.01 -0.01
C 0.496 -1.799 -5.441 0.01 0.00 0.01
H 5.046 -1.585 2.344 0.00 0.03 0.00
C -4.043 2.006 -1.461 0.15 -0.21 -0.21
H -2.587 0.882 4.970 0.00 -0.01 0.01
C -2.039 4.122 -4.837 0.02 0.00 0.04
H 4.816 1.308 -0.518 0.00 0.00 -0.01
N -3.600 -1.533 2.023 0.35 0.24 -0.25
H 4.647 -6.682 2.650 -0.01 0.01 0.00
C -1.395 -2.305 -0.715 -0.46 0.08 0.36
H 5.527 -4.629 5.346 -0.01 0.01 -0.03
C 0.887 0.604 2.740 -0.13 -0.33 -0.51
C -3.990 -0.513 4.177 -0.04 0.02 0.04
H 1.454 -1.836 2.075 0.03 0.04 -0.01
C 2.906 1.363 -1.474 0.11 0.00 -0.14
C -0.293 2.969 -3.670 -0.09 -0.01 0.10
O 0.302 1.439 3.384 0.00 0.04 0.18
H 5.258 -6.302 4.847 0.00 0.01 -0.01
H 4.024 -5.432 5.757 -0.02 0.00 -0.03
C -0.834 -2.178 -5.573 0.00 0.03 0.01
H 2.509 2.520 3.313 0.01 -0.03 0.01
H -3.863 0.664 -3.106 -0.18 0.11 0.06
O -3.122 1.066 0.548 -0.27 0.54 -0.43
C -1.476 -0.479 -3.993 0.05 -0.08 -0.17
C 0.712 -1.352 -0.755 -0.17 0.01 0.10
C 3.615 -5.307 1.368 0.02 0.05 0.00
H 2.367 1.260 -0.544 0.01 0.01 0.00
C -2.650 -2.338 0.066 0.35 -0.24 -0.36
H -2.255 2.143 -4.054 0.15 0.12 -0.04
F -1.038 2.923 1.373 -0.15 0.08 0.00
N 2.457 -1.901 2.186 -0.01 0.12 0.11
C 0.539 4.082 -3.763 -0.13 0.04 -0.07
N -0.530 -1.374 -0.281 0.13 -0.15 -0.20
O -2.133 0.038 2.818 -0.59 -0.14 0.16
C 4.187 -5.704 2.566 -0.01 0.02 0.00
H 1.516 4.087 -3.302 0.01 -0.03 -0.01
C -5.569 3.832 -1.789 -0.08 0.00 -0.15
H -5.119 -2.120 2.724 -0.03 -0.01 0.03
C -3.037 1.213 -0.710 -0.03 -0.48 0.40
```
Positions in Å, forces in eV/Å.

Results
orbital gap (spin up / spin down) = 6.577 / 4.516 eV
⟨S²⟩ = 3.77
energy above the lowest of the compared OMol25 structures with the same formula, charge and spin = 96.1 kJ/mol
LUMO energy (spin up / spin down) = -0.797 / -2.856 eV
HOMO (spin up / spin down) = -7.37 / -7.37 eV
spin multiplicity = 4



An isolated ion of composition C6H11N2O and charge +1 in a non-equilibrium geometry. Source: the OMol25 dataset; level of theory: ωB97M-V with the def2-TZVPD basis set.

```
20
Properties=species:S:1:pos:R:3:forces:R:3
C 1.014 -0.208 -0.754 -1.45 2.31 0.41
H -1.845 -2.144 -1.180 0.06 -0.44 -0.84
N -2.342 -0.897 0.426 0.48 -0.49 0.46
H -3.044 -1.426 0.985 1.05 0.97 -0.64
H 1.493 1.444 1.699 -0.65 0.31 0.30
H 1.403 -1.048 -1.216 0.41 -2.22 -1.45
C 1.551 -0.279 0.571 -0.47 1.40 -0.80
C -1.323 -1.599 -0.430 -2.62 5.21 -0.80
O -0.779 2.122 -0.519 0.72 1.44 -0.11
H -0.965 2.699 0.255 -0.28 -0.82 -0.25
C -2.173 0.422 0.540 -1.52 1.69 0.95
C 2.205 0.895 1.096 -0.58 -0.52 -0.63
N -1.259 0.885 -0.324 -1.10 -4.98 0.92
H -0.695 -2.148 0.124 2.24 -2.30 1.92
H 2.460 1.445 0.241 0.30 1.45 -0.87
H 1.214 0.713 -1.345 0.53 -0.59 0.82
H -0.757 -0.249 -2.049 0.51 0.28 0.34
H 1.419 -1.165 1.140 0.00 -0.86 0.51
C -0.633 -0.261 -0.952 1.11 -1.07 -1.51
H 3.056 0.799 1.693 1.25 -0.77 1.27
```
Positions in Å, forces in eV/Å.

Results
orbital gap (spin up / spin down) = 5.456 / 5.454 eV
energy above the lowest of the compared OMol25 structures with the same formula, charge and spin = 687.0 kJ/mol
LUMO energy (spin up / spin down) = -6.728 / -6.730 eV
net charge = +1
HOMO (spin up / spin down) = -12.18 / -12.18 eV



CH17LiO8 as an isolated structure in a non-equilibrium geometry. Source: the OMol25 dataset; level of theory: ωB97M-V with the def2-TZVPD basis set.

```
27
Properties=species:S:1:pos:R:3:forces:R:3
H 47.483 15.063 39.335 0.07 -0.38 -0.03
O 50.317 13.708 32.464 2.41 -1.90 -3.45
H 48.130 14.585 35.591 5.83 -1.61 -1.34
O 50.039 15.856 37.744 -2.12 1.52 -4.51
H 51.208 12.343 37.926 -0.68 0.99 -1.96
H 50.700 15.773 38.323 4.17 -0.46 3.53
H 49.282 15.512 38.198 -1.55 -0.99 0.39
H 53.434 13.130 34.490 2.41 1.82 0.40
O 49.986 14.171 34.925 0.66 0.74 1.73
H 51.181 13.207 32.568 -1.58 0.92 -0.28
C 50.106 13.123 35.874 -3.56 1.29 -0.73
H 47.421 14.486 37.890 1.27 -0.28 1.77
H 52.052 12.806 34.831 1.03 -0.84 -1.44
Li 50.566 16.047 35.665 -0.86 -1.42 0.08
H 52.145 11.676 38.786 -1.02 -0.06 0.54
O 47.292 14.832 35.707 -3.16 4.24 3.86
O 47.962 14.435 38.769 -1.54 0.85 -1.94
H 47.388 10.716 34.860 -0.40 0.61 0.57
O 52.813 12.506 34.238 -3.40 -0.94 0.86
O 47.109 11.408 35.498 0.04 -0.86 -0.75
H 49.066 13.012 36.401 1.77 0.20 0.05
O 51.195 11.941 38.761 1.74 -1.08 1.60
H 50.835 13.397 36.611 0.58 -0.37 0.64
H 46.771 14.309 35.202 -2.53 -2.60 -2.49
H 50.181 12.134 35.430 0.88 -0.30 -0.22
H 50.142 13.985 33.326 -0.71 0.69 3.03
H 47.900 11.938 35.591 0.25 0.22 0.10
```
Positions in Å, forces in eV/Å.

Results
orbital gap = 7.970 eV
energy above the lowest of the compared OMol25 structures with the same formula, charge and spin = 0.0 kJ/mol
LUMO energy = -0.900 eV
HOMO = -8.87 eV



C3H5BrN2O as an isolated structure in a non-equilibrium geometry. Source: the OMol25 dataset; level of theory: ωB97M-V with the def2-TZVPD basis set.

```
12
Properties=species:S:1:pos:R:3:forces:R:3
C -0.803 0.691 -1.443 -0.20 0.07 -0.94
H 1.511 -0.281 -1.073 -0.02 0.78 -0.47
N -0.509 1.470 0.910 0.59 1.21 -1.90
H -1.791 1.225 -1.557 0.95 -0.23 1.04
C 0.152 -2.118 -0.461 0.19 0.36 -0.58
N -0.177 0.725 -0.317 -1.46 1.72 0.76
H -0.488 0.922 1.719 -0.29 -1.16 1.12
O 0.674 -1.327 0.403 -0.01 0.51 0.35
H -1.319 2.078 0.810 0.17 -0.66 -0.23
C 1.017 -0.005 -0.158 2.46 -1.06 2.61
H 1.777 0.333 0.709 -1.95 0.01 -2.33
Br -0.045 -3.712 0.459 -0.42 -1.55 0.56
```
Positions in Å, forces in eV/Å.

Results
orbital gap = 8.663 eV
energy above the lowest of the compared OMol25 structures with the same formula, charge and spin = 524.5 kJ/mol
LUMO energy = 0.347 eV
HOMO = -8.32 eV



A 6-piece molecular cluster, C12H38N4O12S2 overall in a non-equilibrium geometry. Source: the OMol25 dataset; level of theory: ωB97M-V with the def2-TZVPD basis set.

```
68
Properties=species:S:1:pos:R:3:forces:R:3
H 0.290 -4.321 4.843 -0.11 -0.04 0.33
H 3.116 4.290 0.726 0.31 0.22 -0.34
O 0.068 3.182 0.478 1.05 -1.35 -0.60
C 0.478 -3.356 -0.026 1.03 -0.27 -0.19
H 5.295 4.735 2.007 -0.33 0.12 0.34
H 1.118 -5.726 1.773 0.25 0.20 0.03
O -5.549 -0.438 0.481 0.31 -0.62 0.97
O -4.970 0.886 2.570 -0.41 -0.98 -0.29
O 0.288 -5.895 3.559 -0.72 -0.11 -0.02
O -3.358 0.386 0.879 1.33 -0.91 -0.25
H 1.286 3.233 -0.796 0.32 0.32 0.71
C -0.335 -5.191 4.605 -0.19 0.74 0.81
H -1.559 -4.553 2.394 0.30 0.53 0.34
H 4.559 3.379 2.991 -0.41 0.29 -0.16
H -2.102 1.204 0.163 0.04 0.01 -0.11
H 0.566 3.571 -3.932 -0.51 0.08 -0.12
S -0.874 4.181 1.142 -0.55 1.65 0.32
H -1.851 3.013 -4.239 -0.28 -0.20 0.64
H -1.358 -4.811 4.469 0.16 -0.03 -0.87
C -0.254 -2.176 -2.637 0.90 -0.80 -1.26
C 3.273 2.661 -0.802 -0.36 -0.70 0.97
H -0.500 -5.803 5.493 0.76 -0.37 -0.16
H -1.237 2.022 -5.501 0.90 0.35 0.22
N -1.320 1.248 -0.559 -1.48 0.39 0.36
N 2.103 3.195 -1.425 -0.56 -0.06 -0.95
H -3.805 -2.555 0.573 -0.05 -0.19 -0.48
O -1.996 4.341 0.191 0.18 -0.20 0.07
H -0.689 -1.603 -3.452 -0.04 0.60 0.39
C 0.561 -5.063 2.438 -0.02 -0.95 -0.08
H 1.780 -1.928 -1.003 0.03 -0.11 -0.03
O -5.217 1.927 0.400 0.54 -0.33 0.09
H -0.589 1.931 -0.164 0.50 0.54 0.55
O -0.331 1.707 -3.619 0.16 -0.11 0.04
H 1.218 -4.241 2.747 -0.23 0.23 -0.09
H -3.013 -1.943 -0.818 -0.44 -0.04 0.02
H -2.168 1.215 -4.451 -0.18 0.18 1.17
N -0.627 -3.407 0.920 0.44 0.76 -0.25
H 1.765 1.324 -2.510 -0.40 0.02 0.53
H -2.105 -2.322 0.532 -1.04 -0.27 -0.49
H 2.511 2.653 -3.309 -0.37 -0.21 -0.46
C 3.480 3.270 0.590 -0.57 -1.29 -0.20
O -0.186 -1.484 -1.435 -0.71 0.25 0.36
O 4.840 3.051 0.939 0.16 0.06 0.02
H -1.755 1.733 -1.341 0.06 -0.09 -0.06
C 0.345 2.864 -3.126 0.66 -0.15 0.03
H 2.840 2.633 1.210 -0.01 0.42 0.51
O -1.278 3.645 2.442 -0.03 -0.36 -0.09
H 3.100 1.577 -0.625 0.20 -0.12 0.07
C 1.704 2.428 -2.591 1.24 0.46 -0.21
H -3.267 -1.021 0.616 0.00 2.12 -0.10
C 5.199 3.654 2.147 0.72 -0.17 0.12
H -0.537 -2.557 1.476 0.05 -0.39 0.49
H 0.330 -3.955 -0.931 -0.40 -0.35 0.30
H -0.792 -3.134 -2.668 -0.20 0.05 0.72
H 1.401 -3.744 0.430 0.04 0.05 -0.06
C -0.708 -4.619 1.713 -1.00 0.00 -0.21
C 0.795 -1.960 -0.529 -0.55 0.19 0.23
H 0.790 -1.245 0.298 0.10 0.05 -0.06
C -1.427 2.021 -4.402 -0.72 -0.18 -2.20
H -0.264 3.346 -2.355 0.10 0.11 0.07
H 0.770 -2.431 -2.947 0.00 0.05 -0.19
H 6.190 3.285 2.433 0.06 -0.02 -0.24
H 4.211 2.644 -1.370 -0.20 0.77 -0.41
O -0.133 5.454 1.325 0.06 -0.45 -0.33
N -3.038 -2.009 0.191 0.67 -0.71 0.67
H -1.132 0.283 -0.793 0.58 0.12 -0.27
H -1.117 -5.394 1.054 0.67 -0.25 -0.15
S -4.829 0.713 1.122 -1.81 1.45 -0.50
```
Positions in Å, forces in eV/Å.

Results
orbital gap = 4.183 eV
LUMO energy = 3.286 eV
net charge = -2
HOMO = -0.90 eV



C5H5ClHfO15 as an isolated structure in a non-equilibrium geometry. Source: the OMol25 dataset; level of theory: ωB97M-V with the def2-TZVPD basis set.

```
27
Properties=species:S:1:pos:R:3:forces:R:3
C -0.169 -1.562 -3.308 0.30 -2.80 -1.04
O 0.222 -0.745 4.478 0.33 1.02 1.87
O 2.202 -1.540 0.193 2.23 -3.16 0.79
O 0.546 -2.376 -3.938 -0.62 1.18 -0.37
O -2.432 -0.466 -0.652 -0.10 -0.71 -5.05
C -2.929 -0.134 0.401 0.40 -1.49 -0.30
H 1.463 0.736 4.883 1.09 0.86 1.43
O 0.023 -1.217 -2.144 0.36 2.03 3.64
C 2.990 -0.651 -0.256 -7.01 -0.46 -0.01
O 1.719 0.851 3.965 0.06 0.80 0.93
C 0.780 -0.031 3.643 -2.04 -3.73 -3.93
O 4.205 -0.780 -0.721 1.38 -0.98 0.62
O 0.566 -0.235 2.408 0.14 0.90 -2.59
H -4.493 0.205 1.468 0.49 -0.03 0.24
O -4.267 -0.117 0.592 -0.33 0.36 -0.51
O -0.421 3.792 -1.046 -0.46 -0.43 0.76
O 2.252 0.347 -0.451 0.81 4.59 -1.22
C -0.330 2.498 -0.714 1.29 -5.02 0.05
O -0.087 2.067 0.456 -0.17 1.69 1.74
Hf -0.018 -0.405 0.051 0.08 -0.43 -0.09
O -0.409 1.563 -1.529 -0.40 0.02 -2.26
O -2.102 -0.006 1.279 2.04 1.77 5.30
H -0.642 4.051 -0.149 0.07 1.47 0.42
Cl -0.630 -3.116 0.500 0.26 1.85 -0.18
H 4.661 0.060 -0.801 -0.48 0.36 -0.09
O -1.373 -1.185 -3.873 0.33 0.45 0.03
H -1.326 -1.601 -4.737 -0.04 -0.11 -0.18
```
Positions in Å, forces in eV/Å.

Results
orbital gap = 7.901 eV
energy above the lowest of the compared OMol25 structures with the same formula, charge and spin = 198.1 kJ/mol
LUMO energy = 4.895 eV
net charge = -2
HOMO = -3.01 eV